The following is a DFT calculation (wB97M-V/def2-TZVPD) of 9 unconnected molecules or ions with the total composition C39H100N4O13 at a distorted geometry.

Summary:
**HOMO energy**: -8.7168 eV
**Structure (SMILES)**: COCCNCCOC.COCCNCCOC.COCCNCCOC.COCCNCCOC.CC(C)O.CC(C)O.CC(C)O.CC(C)O.CC(C)O
**Energy above the lowest of the compared OMol25 structures with the same formula, charge and spin**: 400.86 kJ/mol

Each atom is followed by the atoms it is bonded to, with distances in Å.
CARTESIAN COORDINATES (ANGSTROEM)
1 C -4.0300 2.9481 1.0819  O2 1.424, H10 1.089, H11 1.095, H12 1.095
2 O -5.2956 2.6395 1.6578  C1 1.424, C3 1.424
3 C -6.3211 3.5571 1.2926  O2 1.424, C4 1.556, H13 1.095, H14 1.090
4 C -6.9400 4.1443 2.5938  C3 1.556, N5 1.480, H15 1.096, H16 1.095
5 N -7.2034 3.1240 3.6326  C4 1.480, C6 1.486, H17 1.019
6 C -8.4701 2.3765 3.4234  N5 1.486, C7 1.519, H18 1.092, H19 1.097
7 C -8.9210 1.8565 4.7773  C6 1.519, O8 1.424, H20 1.094, H21 1.099
8 O -10.0567 1.0196 4.5850  C7 1.424, C9 1.433
9 C -10.7851 0.7465 5.7883  O8 1.433, H22 1.089, H23 1.096, H24 1.088
10 H -3.2784 2.5474 1.7599  C1 1.089
11 H -3.8222 4.0186 0.9829  C1 1.095
12 H -4.0286 2.5563 0.0589  C1 1.095
13 H -7.1348 3.0335 0.7801  C3 1.095
14 H -5.9805 4.3480 0.6250  C3 1.090
15 H -7.8457 4.7140 2.3569  C4 1.096
16 H -6.2931 4.8850 3.0750  C4 1.095
17 H -6.4785 2.4706 3.3385  N5 1.019
18 H -8.3440 1.7646 2.5279  C6 1.092
19 H -9.2004 3.1548 3.1700  C6 1.097
20 H -9.0853 2.7024 5.4518  C7 1.094
21 H -8.2071 1.1835 5.2730  C7 1.099
22 H -11.7377 0.3802 5.4089  C9 1.089
23 H -11.0165 1.7380 6.1927  C9 1.096
24 H -10.2772 0.0753 6.4781  C9 1.088
25 C -0.2498 2.9639 -0.2459  O26 1.428, H34 1.091, H35 1.094, H36 1.088
26 O 0.3330 1.6616 -0.2983  C25 1.428, C27 1.412
27 C -0.4985 0.7184 -0.9407  O26 1.412, C28 1.527, H37 1.092, H38 1.099
28 C 0.2548 -0.5436 -1.3565  C27 1.527, N29 1.471, H39 1.090, H40 1.096
29 N -0.5974 -1.3398 -2.2524  C28 1.471, C30 1.443, H41 1.017
30 C -0.1015 -2.6650 -2.5343  N29 1.443, C31 1.539, H42 1.093, H43 1.095
31 C 0.0046 -3.6372 -1.3460  C30 1.539, O32 1.427, H44 1.101, H45 1.094
32 O 1.0356 -3.4670 -0.3742  C31 1.427, C33 1.411
33 C 2.3509 -3.2135 -0.8194  O32 1.411, H46 1.089, H47 1.095, H48 1.095
34 H -1.2418 2.9150 0.2057  C25 1.091
35 H -0.2745 3.3369 -1.2737  C25 1.094
36 H 0.4622 3.5613 0.3190  C25 1.088
37 H -1.0361 1.1383 -1.7931  C27 1.092
38 H -1.2277 0.3694 -0.1957  C27 1.099
39 H 0.6054 -1.1382 -0.5127  C28 1.090
40 H 1.1468 -0.2314 -1.9115  C28 1.096
41 H -1.4884 -1.4059 -1.7665  N29 1.017
42 H 0.8784 -2.6982 -3.0179  C30 1.093
43 H -0.8825 -3.0750 -3.1837  C30 1.095
44 H 0.1704 -4.6637 -1.7091  C31 1.101
45 H -0.9195 -3.5898 -0.7630  C31 1.094
46 H 2.9991 -3.0217 0.0338  C33 1.089
47 H 2.3571 -2.2713 -1.3779  C33 1.095
48 H 2.7173 -4.0326 -1.4465  C33 1.095
49 C 3.5008 4.7181 -1.1443  O50 1.431, H58 1.088, H59 1.094, H60 1.089
50 O 4.7242 4.1925 -1.6692  C49 1.431, C51 1.404
51 C 5.6393 3.7681 -0.6923  O50 1.404, C52 1.520, H61 1.109, H62 1.098
52 C 7.0056 3.5881 -1.3334  C51 1.520, N53 1.459, H63 1.093, H64 1.099
53 N 7.2395 2.3245 -2.0234  C52 1.459, C54 1.473, H65 1.012
54 C 6.3491 2.1357 -3.1820  N53 1.473, C55 1.501, H66 1.095, H67 1.089
55 C 6.6939 0.8541 -3.8828  C54 1.501, O56 1.439, H68 1.096, H69 1.096
56 O 7.9420 1.0431 -4.5742  C55 1.439, C57 1.414
57 C 8.9483 0.1534 -4.1325  O56 1.414, H70 1.089, H71 1.095, H72 1.099
58 H 2.8223 4.6384 -1.9915  C49 1.088
59 H 3.6195 5.7951 -0.9910  C49 1.094
60 H 3.1550 4.2566 -0.2209  C49 1.089
61 H 5.3278 2.7618 -0.3444  C51 1.109
62 H 5.7862 4.2323 0.2916  C51 1.098
63 H 7.6924 3.6469 -0.4852  C52 1.093
64 H 7.1085 4.4506 -2.0071  C52 1.099
65 H 8.1892 2.2907 -2.3716  N53 1.012
66 H 6.4796 2.9379 -3.9159  C54 1.095
67 H 5.3173 2.0798 -2.8379  C54 1.089
68 H 5.9249 0.5172 -4.5871  C55 1.096
69 H 6.7285 -0.0035 -3.2020  C55 1.096
70 H 9.0618 0.0745 -3.0519  C57 1.089
71 H 9.8904 0.4769 -4.5882  C57 1.095
72 H 8.8062 -0.8120 -4.6393  C57 1.099
73 C -3.4663 -5.3115 1.6554  O74 1.414, H82 1.092, H83 1.100, H84 1.091
74 O -2.3012 -6.0154 2.0395  C73 1.414, C75 1.426
75 C -1.1900 -5.1283 2.1458  O74 1.426, C76 1.507, H85 1.096, H86 1.095
76 C 0.0894 -5.9045 2.3242  C75 1.507, N77 1.470, H87 1.102, H88 1.095
77 N 1.0651 -5.2475 3.2059  C76 1.470, C78 1.460, H89 1.018
78 C 1.7483 -4.1201 2.5779  N77 1.460, C79 1.531, H90 1.091, H91 1.094
79 C 2.6465 -3.4000 3.5876  C78 1.531, O80 1.429, H92 1.099, H93 1.095
80 O 3.9019 -3.1541 2.9509  C79 1.429, C81 1.413
81 C 4.7667 -2.4001 3.7763  O80 1.413, H94 1.091, H95 1.090, H96 1.100
82 H -3.3596 -4.6358 0.8048  C73 1.092
83 H -3.8161 -4.7644 2.5432  C73 1.100
84 H -4.2312 -6.0733 1.4990  C73 1.091
85 H -1.3389 -4.4489 2.9930  C75 1.096
86 H -1.1394 -4.5577 1.2126  C75 1.095
87 H 0.4874 -6.2261 1.3483  C76 1.102
88 H -0.0948 -6.8719 2.8031  C76 1.095
89 H 1.7690 -5.9824 3.2464  N77 1.018
90 H 1.0465 -3.3627 2.2250  C78 1.091
91 H 2.3147 -4.4638 1.7077  C78 1.094
92 H 2.9174 -4.0593 4.4235  C79 1.099
93 H 2.1812 -2.4864 3.9714  C79 1.095
94 H 5.7665 -2.5341 3.3606  C81 1.091
95 H 4.7393 -2.5362 4.8570  C81 1.090
96 H 4.6220 -1.3220 3.6142  C81 1.100
97 C 4.6082 -8.5262 -3.3510  C98 1.527, H101 1.095, H102 1.097, H103 1.090
98 C 3.6499 -7.7109 -4.2153  C97 1.527, C99 1.539, O100 1.426, H104 1.091
99 C 3.3684 -6.2941 -3.6832  C98 1.539, H105 1.089, H106 1.092, H107 1.094
100 O 4.2427 -7.5778 -5.5052  C98 1.426, H108 0.962
101 H 4.2278 -8.7761 -2.3545  C97 1.095
102 H 5.5498 -8.0579 -3.0380  C97 1.097
103 H 4.8525 -9.4423 -3.8891  C97 1.090
104 H 2.6864 -8.2228 -4.2043  C98 1.091
105 H 2.8781 -6.3384 -2.7117  C99 1.089
106 H 2.7932 -5.7464 -4.4320  C99 1.092
107 H 4.2961 -5.7146 -3.6717  C99 1.094
108 H 5.1896 -7.5209 -5.3483  O100 0.962
109 C 2.2951 5.7666 2.9848  C110 1.506, H113 1.094, H114 1.094, H115 1.089
110 C 1.5298 7.0527 2.8130  C109 1.506, C111 1.516, O112 1.440, H116 1.099
111 C 1.4246 7.4965 1.3677  C110 1.516, H117 1.089, H118 1.092, H119 1.097
112 O 0.2996 6.9913 3.5582  C110 1.440, H120 0.962
113 H 3.2129 5.7939 2.3902  C109 1.094
114 H 1.6285 4.9802 2.6190  C109 1.094
115 H 2.6774 5.5216 3.9747  C109 1.089
116 H 2.0626 7.8635 3.3292  C110 1.099
117 H 2.2990 8.0410 1.0129  C111 1.089
118 H 0.5342 8.0973 1.1729  C111 1.092
119 H 1.3550 6.6343 0.6935  C111 1.097
120 H -0.2390 7.7392 3.2811  O112 0.962
121 C -4.8736 -3.0438 -2.0662  C122 1.534, H125 1.096, H126 1.092, H127 1.088
122 C -4.4014 -1.5983 -1.8614  C121 1.534, C123 1.542, O124 1.419, H128 1.091
123 C -5.6194 -0.6754 -1.6524  C122 1.542, H129 1.088, H130 1.095, H131 1.094
124 O -3.5373 -1.5149 -0.7392  C122 1.419, H132 0.966
125 H -3.9858 -3.6485 -2.2821  C121 1.096
126 H -5.4443 -3.0712 -2.9962  C121 1.092
127 H -5.3698 -3.5068 -1.2152  C121 1.088
128 H -3.9306 -1.2525 -2.7829  C122 1.091
129 H -6.4005 -0.7776 -2.4025  C123 1.088
130 H -5.2390 0.3511 -1.6874  C123 1.095
131 H -6.0391 -0.7453 -0.6451  C123 1.094
132 H -4.1108 -1.7709 -0.0055  O124 0.966
133 C 2.1773 -0.4413 1.7643  C134 1.543, H137 1.093, H138 1.092, H139 1.090
134 C 2.2061 0.6238 2.8806  C133 1.543, C135 1.550, O136 1.409, H140 1.095
135 C 3.4945 1.4767 2.7559  C134 1.550, H141 1.097, H142 1.095, H143 1.091
136 O 1.0766 1.4433 2.6884  C134 1.409, H144 0.964
137 H 2.0999 0.1105 0.8238  C133 1.093
138 H 1.2661 -1.0303 1.8848  C133 1.092
139 H 3.0844 -1.0376 1.6686  C133 1.090
140 H 2.2848 0.2273 3.8985  C134 1.095
141 H 3.7449 1.9447 3.7165  C135 1.097
142 H 3.4173 2.3974 2.1675  C135 1.095
143 H 4.3584 0.9119 2.4016  C135 1.091
144 H 0.7015 1.1827 1.8390  O136 0.964
145 C -4.4024 2.5882 -3.6686  C146 1.517, H149 1.091, H150 1.094, H151 1.094
146 C -2.9417 2.5185 -3.2636  C145 1.517, C147 1.543, O148 1.439, H152 1.088
147 C -2.2173 1.6292 -4.2950  C146 1.543, H153 1.089, H154 1.096, H155 1.092
148 O -2.3813 3.8405 -3.3632  C146 1.439, H156 0.962
149 H -4.5959 2.9072 -4.6938  C145 1.091
150 H -4.8745 3.3016 -2.9869  C145 1.094
151 H -4.8568 1.5958 -3.5971  C145 1.094
152 H -2.9069 2.1155 -2.2538  C146 1.088
153 H -2.6752 1.4677 -5.2701  C147 1.089
154 H -2.1023 0.6511 -3.8133  C147 1.096
155 H -1.2035 1.9895 -4.4822  C147 1.092
156 H -2.3462 4.0207 -4.3078  O148 0.962